1.
{"formula": "C4H5F3NO", "method": "wB97M-V/def2-TZVPD", "symbols": ["C", "C", "C", "C", "N", "O", "F", "F", "F", "H", "H", "H", "H", "H"], "xyz": [[1.040, 1.573, -1.407], [-0.481, -1.924, -0.757], [-0.016, 0.126, 0.268], [-0.430, 1.119, 1.488], [0.595, 0.902, -0.618], [-0.941, -0.723, -0.193], [0.705, 1.674, 1.843], [-1.286, 2.058, 0.966], [-0.859, 0.528, 2.552], [1.514, 2.338, -2.056], [0.106, -1.914, -1.723], [-1.468, -2.559, -0.945], [0.343, -2.348, -0.124], [1.177, -0.850, 0.707]], "nbo_charge": [0.491, -0.286, 0.205, 0.981, -0.236, -0.468, -0.302, -0.307, -0.257, 0.327, 0.195, 0.259, 0.197, 0.200], "multiplicity": 1, "de_lowest_kj_mol": 222.6, "total_charge": 1, "homo_ha": -0.5784, "homo_lumo_gap_ev": 10.163, "lumo_energy_ev": -5.577}

=====

2.
{"formula": "C37H37Ge2N8ORbSe", "method": "wB97M-V/def2-TZVPD", "symbols": ["Rb", "Se", "N", "C", "C", "C", "C", "C", "N", "C", "C", "N", "C", "C", "C", "C", "C", "N", "H", "H", "H", "H", "H", "H", "N", "C", "O", "C", "C", "C", "N", "C", "C", "H", "H", "H", "H", "H", "H", "C", "Ge", "C", "C", "Ge", "C", "C", "C", "C", "C", "C", "C", "C", "C", "C", "C", "C", "H", "H", "H", "H", "H", "H", "H", "H", "H", "H", "H", "H", "H", "H", "H", "H", "H", "H", "H", "C", "C", "N", "C", "C", "N", "H", "H", "H", "H", "H", "H"], "xyz": [[0.654, 0.096, -1.722], [-4.195, -7.016, -1.426], [-4.389, -5.459, -2.252], [-3.284, -4.791, -2.053], [-3.041, -3.452, -2.587], [-3.993, -2.790, -3.359], [-3.705, -1.538, -3.846], [-2.465, -0.987, -3.539], [-1.550, -1.595, -2.799], [-1.824, -2.819, -2.320], [-0.796, -3.487, -1.479], [0.325, -2.804, -1.196], [1.246, -3.379, -0.437], [1.119, -4.659, 0.096], [-0.032, -5.359, -0.175], [-1.014, -4.771, -0.973], [-2.275, -5.450, -1.264], [-2.568, -6.646, -0.828], [-4.938, -3.279, -3.559], [-4.415, -0.989, -4.449], [-2.202, -0.004, -3.918], [2.135, -2.790, -0.230], [1.903, -5.076, 0.713], [-0.202, -6.354, 0.215], [8.380, 1.316, 0.616], [7.158, 1.291, 1.199], [6.982, 1.565, 2.367], [5.984, 0.897, 0.327], [4.746, 0.831, 0.947], [3.644, 0.473, 0.193], [3.700, 0.189, -1.113], [4.894, 0.260, -1.701], [6.055, 0.605, -1.026], [9.165, 1.570, 1.192], [8.546, 1.075, -0.341], [4.673, 1.063, 2.000], [2.662, 0.408, 0.655], [4.925, 0.029, -2.759], [6.983, 0.639, -1.581], [0.972, -1.815, 3.311], [0.413, 0.060, 3.452], [2.010, 1.113, 3.860], [-0.942, 0.244, 4.839], [-0.620, 0.593, 1.279], [-2.206, -0.556, 1.179], [-3.508, -0.056, 1.254], [-4.598, -0.918, 1.228], [-4.404, -2.290, 1.120], [-3.115, -2.803, 1.051], [-2.028, -1.941, 1.081], [-1.225, 2.449, 1.172], [-0.739, 3.414, 2.057], [-1.132, 4.743, 1.950], [-2.007, 5.128, 0.944], [-2.495, 4.183, 0.049], [-2.102, 2.857, 0.161], [1.614, -2.073, 4.157], [1.537, -1.972, 2.390], [0.111, -2.485, 3.311], [2.184, 1.074, 4.936], [1.939, 2.157, 3.559], [2.869, 0.660, 3.361], [-0.524, -0.148, 5.769], [-1.828, -0.333, 4.574], [-1.228, 1.285, 4.987], [-3.676, 1.011, 1.343], [-5.602, -0.518, 1.295], [-5.257, -2.958, 1.101], [-2.959, -3.875, 0.984], [-1.024, -2.351, 1.040], [-0.053, 3.128, 2.846], [-0.757, 5.476, 2.652], [-2.314, 6.163, 0.860], [-3.190, 4.481, -0.727], [-2.502, 2.123, -0.531], [-1.740, 3.285, -3.445], [-0.377, 3.689, -2.999], [0.535, 2.901, -2.475], [1.642, 3.698, -2.246], [1.390, 4.973, -2.637], [0.099, 4.952, -3.113], [-2.062, 2.415, -2.876], [-1.746, 3.026, -4.506], [-2.466, 4.083, -3.290], [2.544, 3.304, -1.804], [1.985, 5.869, -2.616], [-0.406, 5.742, -3.477]], "mulliken_spin": [-0.042, 0.000, 0.000, 0.002, -0.001, -0.001, 0.001, 0.001, -0.007, -0.004, 0.003, 0.007, 0.009, 0.001, -0.001, 0.003, 0.000, 0.000, 0.000, 0.000, 0.000, -0.001, 0.000, 0.000, 0.000, 0.000, 0.000, -0.001, 0.023, -0.037, -0.007, 0.000, 0.001, 0.000, 0.000, 0.000, 0.031, 0.000, 0.000, 0.011, 0.092, -0.002, 0.032, 0.776, 0.033, 0.016, -0.017, 0.034, -0.015, -0.037, 0.036, 0.019, -0.018, 0.039, -0.019, 0.015, 0.000, 0.000, 0.002, 0.002, -0.002, -0.001, 0.006, 0.000, -0.001, 0.003, -0.001, 0.001, 0.000, 0.020, 0.001, -0.001, 0.002, -0.001, -0.006, -0.001, 0.004, -0.002, 0.001, 0.001, 0.000, 0.001, 0.000, 0.000, -0.001, 0.000, 0.000], "multiplicity": 2, "s2": 0.76, "de_lowest_kj_mol": 8.0, "total_charge": 1, "homo_ha": [-0.3477, -0.4068], "homo_lumo_gap_ev": [6.729, 7.582], "lumo_energy_ev": [-2.731, -3.488]}

=====

3.
{"formula": "C4H7NO", "method": "wB97M-V/def2-TZVPD", "symbols": ["H", "N", "C", "C", "H", "H", "H", "H", "C", "C", "O", "H", "H"], "xyz": [[-2.259, 0.078, -0.436], [-1.327, 0.339, -0.761], [-0.774, 1.135, 0.061], [0.604, 1.671, -0.181], [-1.266, 1.470, 0.984], [0.546, 2.722, -0.487], [1.091, 1.101, -0.977], [1.207, 1.622, 0.732], [0.231, -2.317, -0.209], [0.747, -1.655, 0.799], [1.202, -1.041, 1.685], [-0.197, -1.728, -1.014], [0.195, -3.397, -0.197]], "nbo_charge": [0.340, -0.640, 0.148, -0.687, 0.153, 0.231, 0.229, 0.231, -0.799, 0.724, -0.482, 0.292, 0.261], "multiplicity": 1, "de_lowest_kj_mol": 204.2, "homo_ha": -0.3354, "homo_lumo_gap_ev": 10.089, "smiles": "[H]/N=C/C.C=C=O", "lumo_energy_ev": 0.963}

=====

4.
{"formula": "C11H16FeN5O6S", "method": "wB97M-V/def2-TZVPD", "symbols": ["Fe", "N", "N", "C", "N", "S", "H", "H", "H", "H", "H", "O", "C", "O", "C", "C", "C", "C", "O", "C", "O", "C", "C", "H", "H", "H", "H", "H", "C", "N", "C", "N", "O", "H", "H", "H", "H", "H", "H", "O"], "xyz": [[1.844, -1.208, -0.289], [3.812, -1.331, -0.480], [4.479, -1.282, 0.761], [3.757, -1.199, 1.913], [4.531, -1.254, 3.035], [2.105, -1.054, 1.991], [4.018, -2.195, -0.961], [4.143, -0.581, -1.070], [5.420, -1.635, 0.819], [5.485, -0.934, 2.999], [4.046, -1.091, 3.900], [-0.603, 0.176, 1.472], [-0.896, -0.500, 0.471], [-0.082, -1.066, -0.315], [-2.351, -0.657, 0.118], [-3.324, -0.061, 0.911], [-4.681, -0.183, 0.616], [-5.014, -0.920, -0.496], [-6.275, -1.181, -0.987], [-6.054, -1.985, -2.148], [-4.653, -2.190, -2.330], [-4.059, -1.512, -1.284], [-2.722, -1.401, -1.006], [-3.006, 0.506, 1.773], [-5.437, 0.281, 1.234], [-6.465, -1.478, -3.024], [-6.550, -2.950, -2.021], [-1.970, -1.869, -1.626], [2.123, 4.342, -0.764], [2.357, 2.919, -0.904], [1.678, 1.928, -0.272], [0.690, 2.271, 0.569], [1.952, 0.734, -0.454], [2.826, 4.871, -1.399], [2.270, 4.656, 0.271], [1.106, 4.595, -1.071], [3.080, 2.594, -1.518], [0.429, 3.221, 0.751], [0.193, 1.501, 1.043], [1.800, -2.882, -0.228]], "nbo_charge": [1.009, -0.572, -0.450, 0.256, -0.795, 0.048, 0.408, 0.378, 0.384, 0.387, 0.414, -0.753, 0.801, -0.702, -0.159, -0.171, -0.269, 0.222, -0.482, 0.234, -0.493, 0.268, -0.227, 0.233, 0.223, 0.154, 0.156, 0.250, -0.418, -0.621, 0.809, -0.836, -0.741, 0.219, 0.196, 0.200, 0.399, 0.386, 0.456, -0.803], "multiplicity": 2, "s2": 0.86, "homo_ha": [-0.2649, -0.2468], "homo_lumo_gap_ev": [7.222, 6.737], "lumo_energy_ev": [0.015, 0.020]}

=====

5.
{"formula": "C3H13NO3", "method": "wB97M-V/def2-TZVPD", "symbols": ["C", "C", "C", "N", "H", "H", "H", "H", "H", "H", "H", "O", "H", "H", "O", "H", "H", "O", "H", "H"], "xyz": [[-0.772, -1.858, 0.253], [-0.212, -1.226, -0.802], [1.386, -1.148, -0.990], [-1.176, -0.819, -1.850], [-1.773, -1.775, 0.528], [-0.037, -2.249, 0.983], [1.704, -1.793, -0.128], [1.821, -0.086, -0.937], [1.469, -1.553, -1.967], [-0.746, -0.376, -2.470], [-2.065, -1.176, -1.838], [0.602, -0.037, 2.803], [1.466, -0.255, 2.453], [0.456, -0.892, 3.155], [1.003, 3.845, -0.332], [0.230, 3.810, -1.014], [0.603, 3.902, 0.543], [-1.248, 1.573, 0.398], [-1.811, 0.850, -0.040], [-0.901, 1.265, 1.252]], "nbo_charge": [-0.543, 0.231, -0.652, -0.841, 0.196, 0.179, 0.224, 0.239, 0.218, 0.359, 0.389, -0.923, 0.464, 0.462, -0.954, 0.480, 0.475, -0.978, 0.484, 0.492], "multiplicity": 1, "de_lowest_kj_mol": 251.8, "homo_ha": -0.3057, "homo_lumo_gap_ev": 8.907, "smiles": "C=C(C)N.O.O.O", "lumo_energy_ev": 0.589}

=====

What are the molecular weight values for these records? In order: 140.1; 919.4; 85.1; 402.2; 111.1 Da.
What are the largest force on an atom values for these records? In order: 7.0; 1.1; 1.0; 3.3; 9.4 eV/A.